Entry 1:
C43H36BrClN5O6S2Tl | ωB97M-V/def2-TZVPD

Geometry as XYZ:
```
95
Properties=species:S:1:pos:R:3:mulliken_charge:R:1
Tl 0.214 0.422 0.440 1.3578
C 4.375 2.393 0.448 -0.9784
C 5.386 1.439 0.391 -0.5473
C 5.103 0.195 -0.124 -0.7828
C 3.795 -0.104 -0.555 -0.3148
N 2.835 0.823 -0.508 1.1239
C 3.128 2.031 -0.019 -0.2928
N 3.618 -1.370 -1.075 -0.3716
C 2.538 -2.076 -1.151 -0.4892
N 1.256 -1.902 -0.713 0.6734
C 0.533 -3.015 -1.084 -0.3656
N -0.697 -3.336 -0.916 -0.6463
C -1.712 -2.503 -0.491 0.3716
C -2.542 -2.940 0.554 -0.7755
C -3.584 -2.142 0.962 -0.0884
C -3.815 -0.938 0.304 -0.6185
C -2.970 -0.604 -0.736 -0.1184
N -1.936 -1.354 -1.133 -0.1279
C 1.427 -3.998 -1.765 -0.2217
C 1.200 -5.258 -2.282 0.0323
C 2.280 -5.925 -2.853 -0.6137
C 3.542 -5.332 -2.900 -0.6138
C 3.752 -4.058 -2.380 -0.1916
C 2.670 -3.409 -1.821 0.2117
H 4.536 3.376 0.870 0.4458
H 6.380 1.667 0.757 0.3454
H 5.849 -0.586 -0.186 0.5426
H 2.303 2.739 0.033 0.1919
H -2.310 -3.873 1.048 0.4098
H -4.206 -2.439 1.798 0.3454
H -4.603 -0.264 0.609 0.3474
H -3.097 0.329 -1.271 0.3355
H 0.214 -5.703 -2.233 0.5313
H 2.145 -6.919 -3.264 0.3762
H 4.370 -5.878 -3.338 0.3988
H 4.725 -3.583 -2.403 0.5220
O 0.804 4.348 1.293 -0.9082
S 0.042 3.394 2.177 1.4518
C -1.680 3.988 2.175 -1.4248
C -2.468 3.763 0.884 0.0188
C -2.228 4.836 -0.190 -1.3444
C -1.019 4.521 -1.071 0.5256
S -1.584 3.541 -2.500 -0.0217
O -2.604 2.562 -2.040 -0.4961
C -0.066 2.621 -2.743 0.7067
C 1.100 3.272 -3.126 -0.4497
C 2.253 2.529 -3.321 -0.8090
C 2.232 1.149 -3.143 -0.5331
C 1.059 0.511 -2.772 -0.5023
C -0.103 1.247 -2.573 -1.0961
C 0.363 3.958 3.860 -0.2107
C 1.325 4.936 4.030 -0.4439
C 1.621 5.385 5.309 -0.6676
C 0.961 4.848 6.406 -0.3710
C 0.007 3.855 6.222 -0.7955
C -0.297 3.399 4.947 -0.1605
H -1.610 5.050 2.431 0.6437
H -2.151 3.433 2.987 0.6897
H -3.523 3.779 1.169 0.4885
H -2.283 2.769 0.474 -0.0989
H -2.079 5.799 0.306 0.4696
H -3.114 4.941 -0.824 0.3872
H -0.241 4.006 -0.511 -0.6476
H -0.594 5.415 -1.536 0.4825
H 1.111 4.349 -3.257 0.3397
H 3.176 3.025 -3.597 0.3710
H 3.141 0.574 -3.270 0.4491
H 1.047 -0.558 -2.602 0.6674
H -1.023 0.768 -2.255 1.0534
H 1.834 5.319 3.154 0.3969
H 2.385 6.141 5.452 0.3645
H 1.201 5.189 7.406 0.3531
H -0.501 3.419 7.074 0.4201
H -1.021 2.600 4.820 0.1529
Br 5.207 -3.961 2.546 -0.2551
C 5.094 -2.212 3.307 -0.0963
C 6.086 -1.809 4.187 -0.3696
C 6.009 -0.532 4.731 -0.6232
C 4.961 0.313 4.389 -0.4551
C 3.980 -0.108 3.502 0.2191
C 4.041 -1.389 2.958 0.0538
C 2.831 0.833 3.108 -0.7651
O 2.812 1.948 3.651 -0.7131
O 2.044 0.358 2.252 0.2548
H 6.895 -2.480 4.444 0.3735
H 6.775 -0.207 5.425 0.3660
H 4.879 1.314 4.790 0.4525
H 3.257 -1.700 2.279 0.4406
Cl -0.236 -1.830 2.619 -0.0423
C -0.610 -0.817 4.047 -0.0767
C -1.755 0.193 3.829 0.3966
O -2.408 0.451 4.862 -0.8506
O -1.896 0.671 2.681 -0.4157
H 0.299 -0.257 4.263 -0.2471
H -0.855 -1.479 4.870 0.4980
```

Values from the calculation:
Relative energy (zero: lowest compared OMol25 entry of this formula, charge and spin): 0.0 kcal/mol
Orbital gap: 6.790 eV
Max |F|: 0.5 eV/A
Total energy: -6388.632799 Ha
Net charge: -2

---

Entry 2:
C29H30CdMgN10O12 | ωB97M-V/def2-TZVPD

Geometry as XYZ:
```
83
Properties=species:S:1:pos:R:3:mulliken_charge:R:1
Mg 1.170 6.073 -0.396 1.4011
Cd 0.706 1.214 0.181 1.8561
N -0.440 -0.759 2.517 0.8115
O 0.413 -0.700 3.389 -0.6896
O -1.476 -1.335 2.638 -0.7098
O -0.158 -0.215 1.452 -0.4755
N -0.721 3.896 1.154 0.6627
O -0.178 2.811 1.071 -0.3161
O -0.218 4.948 0.687 -0.6586
O -1.775 4.010 1.646 -0.4942
N 2.691 -0.955 -1.471 0.5708
O 3.609 -1.618 -1.046 -0.6479
O 1.823 -0.412 -0.899 -0.2637
O 2.540 -0.996 -2.675 -0.6329
N 2.138 3.278 -1.583 0.6588
O 1.236 2.454 -1.523 -0.2991
O 2.006 4.315 -0.894 -0.5362
O 3.167 2.997 -2.149 -0.5255
N -2.997 -2.692 0.855 0.3560
C -4.063 -2.995 0.041 -0.7401
C -3.958 -4.242 -0.477 -0.4354
C -2.693 -4.760 -0.109 -0.7026
C -2.091 -3.716 0.631 -0.3479
H -2.879 -1.786 1.286 0.3469
H -4.820 -2.251 -0.158 0.3486
H -4.654 -4.897 -0.979 0.4383
H -2.158 -5.633 -0.454 0.3839
H -1.099 -3.520 1.011 0.4842
N 1.506 -0.167 -5.407 -0.2695
C 1.431 0.230 -6.721 -0.3308
C 0.644 1.279 -7.200 -0.3568
C -0.150 1.916 -6.273 -0.5849
C -0.176 1.529 -4.966 -0.2394
C 0.709 0.563 -4.512 -0.0987
H 2.061 -0.265 -7.446 0.3418
H 0.628 1.425 -8.270 0.3792
H -0.867 2.643 -6.627 0.3625
H -0.824 2.008 -4.247 0.3463
H 0.707 0.301 -3.464 0.4245
N 2.438 1.611 1.141 0.3787
C 3.764 1.484 0.726 -0.0602
C 4.781 1.333 1.602 -1.0426
C 4.581 1.560 2.990 -0.2739
C 3.262 1.801 3.438 -0.8607
C 2.239 1.825 2.486 -0.0861
H 4.097 1.194 -0.260 0.4033
H 5.775 1.034 1.303 0.4498
H 5.314 1.527 3.783 0.4100
H 2.919 1.874 4.460 0.4008
H 1.256 1.945 2.919 0.2980
N -5.636 1.600 0.221 -0.5610
C -4.607 1.654 1.095 -0.2345
C -4.503 0.851 2.187 -0.2068
C -5.483 -0.142 2.312 -0.4091
C -6.403 -0.367 1.299 -0.3733
C -6.399 0.495 0.227 -0.2713
H -3.826 2.379 0.923 0.5115
H -3.762 0.858 2.973 0.4374
H -5.411 -0.822 3.148 0.3341
H -7.229 -1.042 1.472 0.4217
H -7.264 0.425 -0.416 0.3743
N 5.949 -3.391 2.615 -0.5171
C 6.096 -3.832 3.908 -0.2487
C 5.425 -3.306 5.023 -0.3471
C 4.382 -2.395 4.777 -0.6627
C 4.080 -2.012 3.433 -0.1454
C 4.868 -2.608 2.393 -0.6527
H 6.783 -4.654 4.043 0.3743
H 5.646 -3.725 5.993 0.3672
H 3.831 -2.047 5.639 0.4029
H 3.318 -1.293 3.171 0.6721
H 4.673 -2.348 1.363 0.7530
N -0.962 0.752 -1.062 1.0027
C -1.393 -0.557 -1.309 -0.8123
C -2.569 -0.906 -1.990 -1.0148
C -3.336 0.169 -2.555 -0.6120
C -2.879 1.461 -2.318 -0.5050
C -1.763 1.766 -1.549 -0.4253
H -0.675 -1.282 -0.954 0.5596
H -2.791 -1.952 -2.142 0.6401
H -4.248 -0.013 -3.102 0.5395
H -3.520 2.289 -2.583 0.3880
H -1.608 2.829 -1.435 0.3850
```

Values from the calculation:
Relative energy (zero: lowest compared OMol25 entry of this formula, charge and spin): 238.6 kcal/mol
Orbital gap: 1.606 eV
Max |F|: 7.6 eV/A
Total energy: -2940.668185 Ha

---

Entry 3:
C5H7NO | ωB97M-V/def2-TZVPD

Geometry as XYZ:
```
14
Properties=species:S:1:pos:R:3:mulliken_charge:R:1
O -0.440 0.477 2.458 -0.4133
C 0.020 -0.476 1.897 -0.3957
C -0.014 -0.065 0.348 0.4421
C -0.602 -0.898 -0.780 -0.3641
N 0.046 0.259 -1.534 -0.4642
C 1.205 0.091 -0.551 -0.3689
C -0.581 1.160 -0.475 -0.2895
H 0.309 -1.308 2.617 0.3360
H -0.132 -1.871 -0.958 0.2653
H -1.692 -0.946 -0.896 0.2541
H 1.804 -0.811 -0.711 0.2672
H 1.833 0.986 -0.452 0.2545
H -0.087 2.135 -0.383 0.2383
H -1.668 1.267 -0.580 0.2381
```

Values from the calculation:
Relative energy (zero: lowest compared OMol25 entry of this formula, charge and spin): 104.1 kcal/mol
Orbital gap: 9.674 eV
Max |F|: 2.6 eV/A
Total energy: -324.558535 Ha

---

Entry 4:
C24H37GeN3O9PS5Zr | ωB97M-V/def2-TZVPD

Geometry as XYZ:
```
81
Properties=species:S:1:pos:R:3:mulliken_spin:R:1
Zr 0.122 -0.494 -0.350 -0.0031
C -2.655 4.366 -2.097 -0.0001
C -1.746 3.557 -2.997 0.0012
O -2.267 2.238 -3.107 0.0015
P -1.167 1.003 -2.946 0.0018
S -0.225 2.047 -0.053 -0.0019
S -2.211 -0.327 -1.748 -0.0001
O -1.318 0.274 -4.423 0.0002
C -0.209 0.405 -5.305 0.0019
C 0.005 1.832 -5.783 -0.0001
H -2.254 5.372 -1.951 0.0000
H -2.732 3.877 -1.125 0.0002
H -3.657 4.446 -2.523 -0.0001
H -0.739 3.530 -2.569 -0.0006
H -1.683 4.001 -3.999 0.0000
H -0.439 -0.242 -6.155 -0.0010
H 0.693 0.013 -4.825 -0.0013
H -0.881 2.206 -6.300 0.0000
H 0.859 1.878 -6.465 0.0000
H 0.211 2.500 -4.945 0.0001
O 0.537 -2.267 1.024 0.0138
S 2.007 -2.370 0.673 0.0954
O 2.823 -2.517 1.855 0.0168
O 2.194 -1.055 -0.056 0.0327
C 2.394 -3.524 -0.500 0.2773
C 3.239 -4.600 -0.136 -0.0271
C 3.859 -5.367 -1.081 0.0943
C 3.680 -5.083 -2.467 0.2007
C 2.841 -4.068 -2.857 -0.0782
C 2.167 -3.264 -1.928 0.1862
S 0.860 -2.288 -2.494 0.0940
O 1.129 -0.799 -2.389 -0.0129
O 0.510 -2.687 -3.827 0.0183
O -0.176 -2.450 -1.427 0.0137
H 3.408 -4.785 0.916 0.0215
H 4.491 -6.191 -0.771 0.0153
H 4.190 -5.677 -3.216 0.0260
H 2.654 -3.891 -3.908 0.0119
S -1.666 -0.334 1.711 0.0016
C -2.313 1.397 1.711 -0.0012
N -3.282 1.584 0.631 -0.0001
C -4.576 1.909 0.792 0.0005
C -5.134 2.205 1.990 -0.0005
C -4.277 2.050 3.143 0.0005
C -3.001 1.663 3.030 -0.0004
H -2.991 1.196 -0.267 -0.0001
H -5.146 1.925 -0.130 0.0000
H -6.174 2.484 2.072 0.0000
H -4.685 2.219 4.135 0.0001
H -2.404 1.481 3.913 -0.0001
C -1.109 4.456 3.850 0.0000
Ge -0.092 2.950 3.074 -0.0003
C 0.240 1.792 4.614 0.0000
C 1.563 3.759 2.439 -0.0003
C -1.158 2.398 1.490 0.0006
H -0.436 5.096 4.427 0.0000
H -1.896 4.095 4.513 0.0000
H -1.580 5.060 3.073 0.0000
H 0.129 2.403 5.512 0.0000
H 1.247 1.383 4.571 0.0000
H -0.457 0.957 4.665 0.0000
H 2.239 3.976 3.269 0.0000
H 1.316 4.692 1.928 0.0000
H 2.069 3.117 1.720 0.0002
H -1.649 3.358 1.285 -0.0001
O 1.272 0.209 2.234 -0.0001
H 1.742 -0.581 2.537 0.0001
H 0.319 0.037 2.455 -0.0001
N 4.090 1.128 0.862 -0.0001
C 4.111 1.310 -0.509 0.0009
C 5.318 1.278 -1.227 -0.0007
C 5.283 1.536 -2.578 0.0001
C 4.068 1.829 -3.195 0.0003
C 2.935 1.822 -2.401 -0.0009
N 2.947 1.565 -1.096 0.0007
H 4.722 0.413 1.191 0.0002
H 3.148 0.976 1.203 0.0009
H 6.245 1.050 -0.715 0.0000
H 6.200 1.512 -3.156 0.0000
H 3.995 2.030 -4.255 0.0000
H 1.951 1.998 -2.828 0.0002
```

Values from the calculation:
Relative energy (zero: lowest compared OMol25 entry of this formula, charge and spin): 44.0 kcal/mol
Orbital gap (alpha / beta): 4.776 / 6.657 eV
Spin multiplicity: 2
Max |F|: 1.5 eV/A
Total energy: -6234.694712 Ha
Net charge: -2